# 1
Below is C29H29BN6OS2Sc as an isolated structure, with properties calculated with ωB97M-V/def2-TZVPD.

Relative energy (zero: lowest compared OMol25 entry of this formula, charge and spin) in kcal/mol: 0.0
Total charge: +1
Gap between HOMO and LUMO in eV: 8.12
Spin multiplicity: 1
Highest occupied orbital energy in eV: -10.42

Element x y z (Å)
Sc  1.086334  -0.105069  -0.258026
C  1.852852  1.570634  3.773040
C  2.123251  0.637206  2.777027
N  1.383080  0.889276  1.695831
N  0.628038  1.977523  1.978195
C  0.893742  2.399800  3.219016
B  -0.388850  2.498397  0.946381
N  0.358878  2.847371  -0.369230
C  0.344679  4.002837  -1.041530
C  1.079646  3.858336  -2.203447
C  1.520499  2.542092  -2.172242
N  1.089705  1.931817  -1.062439
N  -1.419779  1.376217  0.659219
C  -2.755440  1.429630  0.703957
C  -3.267484  0.207214  0.307836
C  -2.146117  -0.559803  0.016495
N  -1.033214  0.145406  0.236019
H  2.286232  1.636208  4.755775
H  2.792939  -0.207527  2.777744
H  0.385287  3.260927  3.621273
H  -0.950456  3.467062  1.358826
H  -0.192561  4.849702  -0.646464
H  1.259777  4.598053  -2.963222
H  2.104870  1.997169  -2.895400
H  -3.251986  2.333786  1.016699
H  -4.302110  -0.078082  0.237019
H  -2.080779  -1.573369  -0.348965
O  2.664710  -1.302720  0.223093
S  3.232235  -2.632573  -0.311716
C  2.781991  -3.849886  0.989892
C  1.958992  -3.218411  2.071536
C  2.502505  -2.950851  3.320652
C  1.715306  -2.376638  4.310587
C  0.397566  -2.037234  4.047948
C  -0.146410  -2.286664  2.793683
C  0.628852  -2.885844  1.812658
C  5.016525  -2.435327  -0.078821
C  5.459909  -2.173016  1.326668
C  5.277435  -0.919536  1.905266
C  5.654519  -0.697488  3.220626
C  6.227394  -1.719692  3.966041
C  6.434222  -2.964018  3.388654
C  6.051544  -3.188464  2.073672
H  3.702027  -4.291539  1.369542
H  2.216402  -4.609527  0.451683
H  3.537448  -3.200923  3.525231
H  2.137323  -2.191483  5.290574
H  -0.209951  -1.582588  4.819663
H  -1.177674  -2.029402  2.586784
H  0.199458  -3.113785  0.840974
H  5.268788  -1.633706  -0.776324
H  5.441642  -3.358046  -0.482230
H  4.843972  -0.116381  1.323851
H  5.514299  0.282206  3.660794
H  6.530340  -1.539888  4.989516
H  6.899922  -3.758464  3.956936
H  6.228409  -4.158153  1.620833
S  0.532065  -1.519823  -2.222984
C  2.070876  -1.632802  -3.091497
C  3.122013  -0.735978  -2.906653
C  4.321343  -0.879150  -3.593301
C  4.491601  -1.926153  -4.485545
C  3.446253  -2.820680  -4.685880
C  2.251694  -2.677958  -3.999228
H  3.027579  0.104370  -2.227478
H  5.115462  -0.157988  -3.439526
H  5.420139  -2.037737  -5.029361
H  3.560122  -3.637772  -5.386942
H  1.445324  -3.381334  -4.162055

Atoms 1-6, force components in eV/Å:
Sc -0.1016 -0.3510 -0.2373
C 0.0202 -0.0105 0.0267
C 0.0001 0.0000 -0.0345
N 0.0057 0.0681 0.1194
N 0.0120 -0.0434 0.0128
C -0.0246 0.0444 -0.0279

---

# 2
Below is C29H29Br2N4O6PdS as an isolated structure, with properties calculated with ωB97M-V/def2-TZVPD.

Relative energy (zero: lowest compared OMol25 entry of this formula, charge and spin) in kcal/mol: 0.0
Total charge: -1
Gap between HOMO and LUMO (spin up / spin down) in eV: 7.03 / 6.22
Spin multiplicity: 3
Highest occupied orbital energy (spin up / spin down) in eV: -5.60 / -5.60
<S²>: 2.01

Element x y z (Å)
Pd  -0.781317  0.078075  -0.077140
Br  -2.637779  0.586983  -2.854488
C  -3.051424  -1.018392  -1.949465
C  -4.034842  -1.886701  -2.386279
C  -4.239195  -3.034685  -1.632459
C  -3.477173  -3.279890  -0.500739
C  -2.510413  -2.355494  -0.148582
N  -2.329206  -1.250347  -0.874102
C  -1.598212  -2.510108  1.069786
O  -1.821217  -3.434572  1.832471
O  -0.671117  -1.628117  1.182318
H  -4.612089  -1.670047  -3.272153
H  -5.002840  -3.738769  -1.936893
H  -3.603225  -4.156173  0.118261
C  6.578202  -0.397391  0.809710
C  6.225441  -0.100084  -0.653914
C  7.053173  -1.027684  -1.543385
C  6.614990  1.348210  -0.980642
C  4.724175  -0.287408  -0.869353
C  3.819266  0.481173  -0.147809
C  2.471251  0.309197  -0.359877
Br  1.286857  1.417996  0.662731
C  1.889968  -0.593335  -1.275661
O  0.605933  -0.667033  -1.475040
C  2.821653  -1.404208  -1.978711
C  4.183128  -1.205562  -1.762285
C  2.436713  -2.499742  -2.992907
C  0.938551  -2.809301  -3.111793
C  3.122284  -3.815163  -2.589329
C  2.933393  -2.080166  -4.384318
H  7.649974  -0.265086  0.979552
H  6.311237  -1.423255  1.069725
H  6.046361  0.268186  1.491066
H  8.115640  -0.854012  -1.360049
H  6.862077  -0.844746  -2.602634
H  6.846473  -2.078845  -1.333023
H  7.687755  1.497336  -0.832547
H  6.086345  2.058002  -0.343051
H  6.373235  1.587066  -2.017993
H  4.153687  1.205823  0.583702
H  4.865441  -1.822526  -2.330241
H  0.510735  -3.107381  -2.155355
H  0.825008  -3.637547  -3.818402
H  0.370382  -1.957020  -3.475669
H  2.784642  -4.131707  -1.600894
H  4.209044  -3.731120  -2.563395
H  2.866610  -4.599767  -3.306089
H  2.463417  -1.143439  -4.690000
H  2.681164  -2.847014  -5.121691
H  4.015067  -1.935453  -4.402520
O  -6.658197  6.390500  1.904061
S  -7.322825  6.262580  3.184648
O  -8.715250  5.859434  3.115694
O  -7.028183  7.313265  4.138994
C  -6.541407  4.805394  3.941363
N  -6.922103  4.474494  5.181762
C  -6.364755  3.406031  5.714901
C  -5.417026  2.629271  5.053112
C  -5.090877  3.058578  3.780127
N  -5.646822  4.131687  3.230333
C  -4.095192  2.352943  2.906756
C  -3.369409  1.243655  3.323110
C  -2.477502  0.648241  2.450608
N  -2.283899  1.101653  1.208891
C  -2.976575  2.173849  0.807373
C  -3.884872  2.826293  1.614483
H  -6.680503  3.141863  6.720179
H  -4.984448  1.757359  5.519933
H  -3.479203  0.828969  4.314731
H  -1.891535  -0.215823  2.738823
H  -2.795965  2.508783  -0.206936
H  -4.432676  3.692220  1.268607

Atoms 1-6, force components in eV/Å:
Pd -0.1355 -0.2710 -0.1685
Br -0.1379 -0.0020 -0.1297
C 0.0150 -0.1141 0.0861
C 0.0329 0.0070 0.0119
C -0.0648 -0.0340 -0.0403
C 0.0710 0.0145 0.0475